# 1
Computed, not measured: a 2-piece molecular cluster, C9H20IN overall in a non-equilibrium geometry, with ωB97M-V/def2-TZVPD.

- energy relative to the best compared isomer or geometry (same formula, charge and spin) (kJ/mol) = 191.71
- E_HOMO (eV) = -5.4
- Kohn-Sham gap (eV) = 4.7

Geometry as XYZ:
```
31
Properties=species:S:1:pos:R:3:forces:R:3
I -7.7881 -26.4388 -16.1015 -0.1 0.3 0.0
C -7.0694 -19.8694 -13.5165 0.5 -0.6 -1.0
C -7.9000 -20.3148 -14.7315 -1.1 0.9 0.0
C -9.4196 -20.2259 -14.4391 -0.7 -0.7 -1.2
C -10.3634 -21.0630 -15.4261 1.0 0.8 -0.8
N -10.7413 -20.3760 -16.7952 0.5 2.1 -0.1
C -9.5388 -19.6490 -17.5200 -0.9 -1.7 0.2
C -10.0318 -19.4935 -18.9533 0.1 0.1 -0.1
C -11.1476 -20.5237 -19.1944 -0.1 -0.2 0.8
C -11.2053 -21.3724 -17.8652 0.9 1.0 -1.1
C -11.7402 -19.2382 -16.6086 -0.5 -1.8 1.3
H -6.0085 -19.9711 -13.7452 0.1 -0.4 0.0
H -7.2841 -20.5167 -12.6662 0.0 0.5 0.3
H -7.1312 -18.7900 -13.3778 -0.7 -0.1 0.6
H -7.7312 -21.3288 -15.0938 0.6 0.1 0.1
H -7.7265 -19.5754 -15.5134 0.4 -0.4 -0.4
H -9.7919 -19.2020 -14.4719 0.2 0.2 0.3
H -9.5746 -20.5983 -13.4264 -0.4 -0.1 -0.1
H -11.3050 -21.3366 -14.9500 0.1 0.0 -0.2
H -9.8568 -21.9369 -15.8357 0.1 -0.3 0.7
H -9.2814 -18.7312 -16.9914 0.0 -0.3 0.0
H -8.7421 -20.3929 -17.5251 0.2 0.3 0.3
H -10.4279 -18.4987 -19.1572 0.4 0.1 -0.1
H -9.1905 -19.7324 -19.6039 -0.1 0.4 -0.1
H -12.0950 -20.0171 -19.3784 -0.1 -0.1 0.1
H -10.9286 -21.0641 -20.1154 -0.1 -0.5 0.4
H -12.1731 -21.8450 -17.6972 0.1 0.3 0.5
H -10.4076 -22.1144 -17.8981 -0.2 -0.2 0.1
H -11.4198 -18.5789 -15.8018 0.5 0.2 -0.6
H -12.5763 -19.7460 -16.1277 -0.6 0.2 -0.5
H -12.0125 -18.7521 -17.5454 0.2 -0.1 0.3
```
Forces are in eV/Å.

***

# 2
Computed, not measured: an isolated ion of composition C9H20N2OP and charge +1 in a non-equilibrium geometry, with ωB97M-V/def2-TZVPD.

- charge = +1
- energy relative to the best compared isomer or geometry (same formula, charge and spin) (kJ/mol) = 442.20
- E_HOMO (eV) = -12.2
- Kohn-Sham gap (eV) = 7.3

Geometry as XYZ:
```
33
Properties=species:S:1:pos:R:3:forces:R:3
C 0.4625 -3.0663 -0.3352 1.8 -0.3 1.0
C 2.0443 1.0940 1.6798 0.7 -3.5 1.1
C 3.1730 0.3025 1.0970 -2.4 -2.8 1.3
C 1.8669 0.3571 0.3385 -0.1 0.9 2.6
C -1.2151 -0.3942 1.7088 -0.6 1.6 -1.9
C -2.3507 0.3276 0.9439 -0.1 -1.7 0.1
C -2.2423 0.1122 -0.5808 -2.9 -0.7 0.2
C -1.1008 0.8078 -1.1598 1.9 3.7 -1.0
C 0.9842 -0.7777 0.0324 1.8 -1.5 -0.5
N 1.0897 -2.0269 0.5069 -1.8 2.9 -3.7
N 1.6907 1.2470 -0.7138 2.6 4.8 -3.2
O 0.3077 -2.9882 -1.5026 -0.2 0.2 0.5
P 0.4677 -0.0753 -1.7112 -1.8 0.7 -3.8
H 0.4365 -3.9381 0.2678 -0.7 -1.4 0.4
H 1.6443 0.6468 2.5889 -0.3 0.1 -0.3
H 2.0399 2.1263 1.7050 0.1 1.9 -0.4
H 4.0803 0.6325 0.7539 1.8 1.3 -1.2
H 3.2511 -0.7622 1.4555 0.2 1.3 0.2
H -0.2221 -0.0847 1.3706 -0.4 0.2 -0.2
H -1.2210 -0.1040 2.7065 -0.2 0.1 2.0
H -1.3288 -1.4167 1.5562 0.0 -2.0 0.1
H -2.1570 1.3479 1.0868 -0.4 1.7 0.5
H -3.3359 0.0132 1.4042 1.0 0.5 -0.7
H -2.1495 -0.9666 -0.7825 -0.2 0.1 -0.1
H -3.2016 0.4717 -1.1618 1.6 -0.8 1.4
H -1.3270 1.1824 -2.2036 -0.1 -0.4 1.0
H -0.8678 1.8686 -0.5984 -0.4 -2.5 -1.1
H 1.7187 -0.5872 -2.1782 0.6 -0.2 0.9
H 1.4438 -2.1362 1.4077 0.8 -1.0 1.7
H 2.6281 1.4443 -1.2923 -2.6 -1.0 1.4
H 1.3691 2.2666 -0.5213 0.3 -2.5 0.0
H -0.1322 -1.1667 -2.5092 -0.2 1.3 1.1
H 0.5169 0.9283 -2.8068 0.3 -0.8 0.4
```
Forces are in eV/Å.

***

# 3
Computed, not measured: a 2-piece molecular cluster, C9H20N5 overall in a non-equilibrium geometry, with ωB97M-V/def2-TZVPD.

- charge = +1
- energy relative to the best compared isomer or geometry (same formula, charge and spin) (kJ/mol) = 0.00
- E_HOMO (eV) = -13.0
- Kohn-Sham gap (eV) = 10.1

Geometry as XYZ:
```
34
Properties=species:S:1:pos:R:3:forces:R:3
C -1.0508 -0.7409 0.4106 1.0 1.2 -0.1
C 0.8018 -2.1943 0.4862 0.6 -2.1 0.1
C -0.6024 -1.9935 0.6230 0.8 1.2 0.0
C 1.2098 -0.0170 0.1417 1.5 -0.1 -0.1
C -2.2326 1.2423 1.3277 -1.7 0.4 -0.4
C -3.4625 -0.2466 -0.5561 -0.8 -0.9 3.1
C 3.4657 1.0235 0.7183 -0.2 -3.4 -1.2
C -2.4166 -0.1683 0.6662 -2.1 0.3 0.1
C 2.1814 1.1411 -0.0781 -1.6 -0.9 1.0
N -0.0678 0.2007 0.1152 -4.1 2.6 -1.2
N 1.6751 -1.2151 0.3303 0.6 -0.7 -0.2
N 1.2771 -3.4718 0.5826 -0.5 -0.8 0.1
N 0.1350 0.1275 -2.8534 1.5 1.9 -0.9
N 1.3272 2.3013 0.1777 1.9 2.9 -2.8
H -1.2438 -2.7013 1.0412 -0.9 -1.3 0.2
H 0.0804 -0.7591 -3.3600 0.0 0.5 0.0
H -1.2723 1.2271 1.8008 0.3 0.7 0.5
H -3.0254 1.6471 2.0088 0.5 -1.5 0.0
H -2.3637 2.0782 0.6254 0.9 -0.4 -0.5
H -3.0125 0.0017 -1.4341 1.5 0.4 -2.7
H -4.3283 0.4822 -0.5012 0.9 -1.1 0.6
H -3.7897 -1.3311 -0.5435 0.0 1.5 -0.5
H 3.3018 1.1729 1.7260 -0.8 0.1 2.4
H 4.0884 1.8300 0.4869 1.5 0.8 -1.0
H 3.8980 -0.0796 0.6392 -0.5 2.6 -0.2
H -2.9108 -0.8584 1.3720 0.5 0.4 0.2
H 2.3940 1.0220 -1.1285 0.2 0.5 -0.6
H 0.5960 -4.1519 0.9433 0.7 0.4 -0.6
H 2.1522 -3.8841 0.1875 -1.1 1.3 0.7
H 1.0741 0.6016 -3.1148 -1.9 -1.4 0.4
H -0.5430 0.8026 -3.2660 0.4 -1.0 0.3
H 1.4079 2.6463 1.1301 0.2 0.0 -0.1
H -0.4629 1.1888 -0.2114 1.8 -2.5 1.2
H 1.7193 3.0763 -0.4940 -1.3 -1.5 2.1
```
Forces are in eV/Å.

***

# 4
Computed, not measured: an isolated ion of composition C9H20NO and charge +1 in a non-equilibrium geometry, with ωB97M-V/def2-TZVPD.

- charge = +1
- spin multiplicity = 3
- energy relative to the best compared isomer or geometry (same formula, charge and spin) (kJ/mol) = 54.49
- E_HOMO (alpha / beta) (eV) = -11.0 / -14.7
- Kohn-Sham gap (alpha / beta) (eV) = 8.0 / 8.2

Geometry as XYZ:
```
31
Properties=species:S:1:pos:R:3:forces:R:3
C -2.5271 -0.0577 -0.0921 3.9 0.7 2.7
C -2.3235 1.5008 -0.3553 -2.6 -1.4 0.6
C -0.0863 -0.0302 0.4105 3.5 -0.1 1.9
C 0.0810 -0.1776 1.9388 -4.1 0.2 -0.1
C 2.1676 -0.7614 -0.0285 1.6 2.4 -0.2
C 1.5639 1.6494 0.7224 3.1 -0.9 -1.0
C 0.9919 0.8506 -1.6893 2.5 1.5 1.7
C -1.0156 -2.0946 -0.2278 -1.4 -0.3 4.5
C 1.1674 0.4561 -0.2123 0.3 -0.3 0.6
N -1.0854 -0.6108 -0.3584 -3.5 -2.3 -2.5
O -1.2576 1.8032 0.3726 -0.4 1.8 0.1
H -2.5384 -0.3208 1.0221 -1.3 0.6 -1.6
H -3.1861 -0.4715 -0.7921 -1.2 -0.8 -0.5
H -2.1670 1.5800 -1.4847 -0.4 0.4 1.3
H -3.2925 1.8541 0.1353 0.9 0.6 -1.5
H 0.0448 0.8831 2.4149 0.1 -2.2 -0.6
H 0.8809 -0.8063 2.3018 0.7 0.4 -0.3
H -0.8156 -0.7907 2.2969 0.8 1.1 0.0
H 2.1710 -1.3085 0.8712 -0.4 0.1 1.6
H 3.2459 -0.6437 -0.2383 -0.4 1.0 0.0
H 1.9529 -1.4947 -0.6859 -1.1 -2.4 -2.7
H 2.2099 2.3284 0.1101 -0.3 -0.5 0.7
H 0.6927 2.2184 1.0014 0.2 0.1 0.6
H 2.2482 1.1608 1.5370 -1.6 1.6 -1.1
H 0.3263 1.6773 -1.8321 0.1 1.4 0.5
H 0.4307 0.1779 -2.2189 -0.4 -2.6 -1.8
H 2.0293 1.0716 -2.0865 -1.5 -0.4 -0.1
H -0.0212 -2.3252 -0.3790 2.2 -0.6 0.5
H -1.4862 -2.4763 0.7987 1.6 1.2 -1.9
H -1.4771 -2.7172 -0.8880 -2.1 -0.7 -2.6
H -1.0666 -0.5135 -1.4078 1.2 0.6 1.3
```
Forces are in eV/Å.

***

# 5
Computed, not measured: a 2-piece molecular cluster, C9H20NO2S overall in a non-equilibrium geometry, with ωB97M-V/def2-TZVPD.

- charge = +1
- energy relative to the best compared isomer or geometry (same formula, charge and spin) (kJ/mol) = 92.03
- E_HOMO (eV) = -11.7
- Kohn-Sham gap (eV) = 7.6

Geometry as XYZ:
```
33
Properties=species:S:1:pos:R:3:forces:R:3
C -1.4897 -1.5532 0.2086 0.2 -0.2 1.0
C -0.5429 -2.7890 0.0189 -1.2 -0.2 1.2
O -0.2729 -3.1387 -1.3469 1.1 1.0 0.2
C 0.3125 -2.0766 -2.0656 -1.1 -1.4 -1.4
N 1.5103 -1.4818 -1.4294 0.8 0.3 -0.4
C 2.5195 -2.0203 -0.8213 -0.1 2.4 0.4
C 3.4927 -0.8511 -0.4238 1.7 -0.6 -1.9
C 2.7934 0.5602 -0.6893 -0.1 -2.9 -0.7
C 1.5679 0.0014 -1.5357 -1.9 2.2 2.6
H -2.5722 -1.8407 0.1444 1.1 0.3 -0.4
H -1.2478 -0.6715 -0.4288 -0.3 -0.7 0.4
H -1.3431 -1.2120 1.2723 -0.2 -0.2 -1.0
H -1.0737 -3.6729 0.4642 0.6 0.7 -0.6
H 0.3964 -2.6878 0.6356 -0.7 0.1 -0.8
H -0.4548 -1.2899 -2.2953 1.1 -0.3 0.6
H 0.6174 -2.4941 -3.0643 -0.1 0.3 1.0
H 2.6356 -3.1088 -0.6380 -0.2 0.9 -0.2
H 4.1414 -0.9911 0.4687 -1.0 0.0 -0.3
H 4.2560 -0.8880 -1.2629 -0.5 -0.4 0.8
H 3.3873 1.1892 -1.3921 -0.2 -0.3 1.3
H 2.5779 0.9506 0.3271 -0.4 0.4 -1.2
H 0.6722 0.3319 -0.9316 0.5 -0.2 -0.8
H 1.3577 0.4495 -2.5329 0.7 -0.9 0.4
C -1.6741 2.9793 2.9193 0.1 0.1 0.0
S -1.9340 2.0049 1.4254 -0.1 0.2 0.1
O -0.7585 2.2345 0.5267 0.0 -0.1 0.0
C -3.3004 2.9971 0.7952 0.0 0.1 -0.1
H -0.8285 2.5582 3.4618 0.0 0.0 -0.1
H -1.4569 4.0144 2.6536 0.0 0.0 -0.1
H -2.5663 2.9297 3.5444 0.0 -0.1 -0.1
H -2.9786 4.0310 0.6655 0.1 0.0 0.0
H -4.1369 2.9472 1.4930 0.1 -0.1 0.0
H -3.6069 2.5886 -0.1670 0.1 0.0 0.1
```
Forces are in eV/Å.

***

# 6
Computed, not measured: one molecule with the formula C9H20O2P2 in a non-equilibrium geometry, with ωB97M-V/def2-TZVPD.

- SMILES = CCCCCP(CCCC)OP=O
- energy relative to the best compared isomer or geometry (same formula, charge and spin) (kJ/mol) = 2.43
- E_HOMO (eV) = -9.3
- Kohn-Sham gap (eV) = 9.4

Geometry as XYZ:
```
33
Properties=species:S:1:pos:R:3:forces:R:3
C -3.1060 1.1329 3.9936 5.3 1.2 3.8
C 2.7694 1.0199 -4.2136 1.2 -0.7 0.1
C -2.1310 1.1732 2.8614 -2.6 0.4 -3.8
C 2.6785 0.7864 -2.7215 0.2 1.3 -0.1
C -1.5957 -0.2051 2.5250 2.4 -0.9 2.1
C 1.9354 -0.4843 -2.5141 -1.7 -1.1 2.0
C -0.5019 -0.3380 1.4225 2.7 0.0 3.1
C 1.5496 -0.6654 -0.9974 3.2 -3.1 -1.4
C 0.0275 -1.7543 1.1739 -0.3 0.4 -0.3
O -2.7207 0.0244 -1.4411 -0.5 0.8 0.3
O -0.8922 -1.6777 -1.3243 0.2 -0.5 -0.1
P -2.1887 -1.1593 -2.0950 0.9 -0.7 0.1
P 0.5583 -2.1977 -0.5589 -0.2 1.7 -0.1
H -3.9819 0.6731 3.7816 -2.5 -1.8 -0.5
H -2.4277 0.6090 4.8648 -2.3 0.9 -1.5
H -3.2895 2.1545 4.3558 -0.2 -0.3 -0.1
H 3.4874 1.8024 -4.4435 -0.4 0.5 -0.1
H 3.3156 0.1073 -4.5699 -1.1 0.6 -0.5
H 1.7545 1.2204 -4.5938 0.7 -0.3 -0.4
H -1.3819 1.9705 2.9051 0.1 -0.5 0.3
H -2.8236 1.4629 1.9902 1.2 0.0 0.6
H 2.1936 1.7190 -2.2539 0.5 -1.6 -0.2
H 3.6736 0.6505 -2.3434 0.7 0.4 0.5
H -1.2534 -0.4945 3.5640 0.5 -0.3 -1.0
H -2.2775 -1.0253 2.3217 -1.0 0.5 -0.2
H 2.3403 -1.4542 -2.8293 0.7 0.6 -0.5
H 1.0456 -0.3340 -3.0827 -1.1 -0.4 -0.4
H 0.5128 0.1721 1.6598 -2.1 0.3 -0.3
H -0.9927 0.0807 0.6340 -0.7 1.1 -2.8
H 1.1110 0.2265 -0.7865 -1.4 2.4 1.6
H 2.6041 -0.8011 -0.5276 -1.8 0.4 -0.1
H 0.7936 -1.9675 1.9293 0.0 -0.3 -0.4
H -0.7863 -2.4272 1.3137 -0.7 -1.0 0.3
```
Forces are in eV/Å.

***

> The highest energy relative to the best compared isomer or geometry (same formula, charge and spin) belongs to which entry?

C9H20N2OP